# 1
C3H7FS | ωB97M-V/def2-TZVPD

## Properties
Kohn-Sham gap: 9.9 eV
Charge: 0

Last column: Löwdin charge in e.
Atoms and positions in Å:
C  -0.91377  0.88278  0.62942  -0.20
C  -0.10863  1.68939  -0.37458  -0.18
C  1.08378  -1.71926  0.10525  -0.37
F  1.17117  -4.45281  -1.02087  -0.57
S  1.93508  -2.85244  -0.41978  0.98
H  -1.04051  -0.14643  0.31221  0.02
H  -0.43933  0.88840  1.60318  0.07
H  -1.96103  1.34114  0.69256  0.09
H  0.70868  1.10410  -0.83938  0.06
H  0.29899  2.51629  0.12399  0.03
H  -0.85836  2.14957  -1.21613  0.12
H  0.12393  -1.40072  0.40412  -0.05

***

# 2
C3H7FSi | ωB97M-V/def2-TZVPD

## Properties
Kohn-Sham gap: 11.1 eV
Charge: 0
Structure (SMILES): C=C[SiH2]CF

Last column: Löwdin charge in e.
Atoms and positions in Å:
C  -1.81279  1.08994  0.28391  -0.13
C  -1.12010  0.23828  -0.44788  -0.34
C  1.81957  -0.22171  -0.33663  -0.36
F  2.08331  1.03954  0.19768  -0.15
Si  0.16679  -0.93095  0.31940  0.68
H  -2.59922  1.85689  -0.15064  0.09
H  -1.74830  1.06083  1.41906  0.06
H  -1.47109  0.09892  -1.54711  0.08
H  2.74708  -0.87756  0.08781  0.11
H  1.77154  -0.23994  -1.49490  0.09
H  0.33175  -2.25465  -0.02790  -0.07
H  -0.16855  -0.85959  1.69719  -0.05

***

# 3
C3H7FeMgO3 | ωB97M-V/def2-TZVPD

## Properties
Spin multiplicity: 7
⟨S²⟩: 12.02
Kohn-Sham gap (alpha / beta): 7.5 / 6.2 eV
Charge: +1

Last column: Löwdin charge in e.
Atoms and positions in Å:
O  -2.28286  1.53181  0.26244  -0.31
C  -3.32550  0.71984  -0.15356  -0.30
C  -3.09469  -0.73012  0.25376  -0.15
O  -1.73642  -1.05335  -0.10324  -0.33
C  -1.36715  -2.36205  -0.03049  0.03
Fe  -0.60140  0.69639  0.13554  0.83
H  -3.45727  0.75052  -1.25558  0.13
H  -4.29874  1.02134  0.28254  0.14
H  -3.77891  -1.41902  -0.26260  0.14
H  -3.19026  -0.86264  1.34231  0.14
H  3.22937  -1.92548  -0.45313  0.00
H  -2.14720  -3.10325  -0.21271  0.09
Mg  2.10041  0.42140  -0.16648  0.98
O  3.36726  -0.94919  -0.37656  -0.47
H  -0.34535  -2.57434  0.27891  0.07

***

# 4
C3H7I2N2O | ωB97M-V/def2-TZVPD

## Properties
Kohn-Sham gap: 9.3 eV
Charge: +1

Last column: Löwdin charge in e.
Atoms and positions in Å:
C  -0.02709  -1.45427  0.54051  -0.41
C  0.41914  1.41939  0.24709  -0.65
C  -0.55252  0.33847  -0.32524  -0.83
N  -0.08329  -1.25769  1.82352  0.23
N  -0.26093  -0.02379  -1.70338  0.12
O  0.38620  -2.04650  -0.36943  0.11
I  2.54639  0.93234  -0.00959  0.82
I  -2.61572  0.90399  0.12052  0.89
H  0.38827  1.64793  1.25602  -0.01
H  0.46920  2.44240  -0.09051  0.03
H  -0.29678  -0.37780  2.23839  0.11
H  0.43095  -1.93799  2.37755  0.16
H  -1.14218  -0.38455  -2.02395  0.13
H  0.36920  -0.88858  -1.78138  0.17
H  -0.03083  0.68665  -2.30012  0.12

***

# 5
C3H7I2NS | ωB97M-V/def2-TZVPD

## Properties
Kohn-Sham gap (alpha / beta): 8.1 / 7.2 eV
Charge: 0

Last column: Löwdin charge in e.
Atoms and positions in Å:
C  0.15680  0.08964  2.18117  0.06
C  -0.04758  -0.38078  -1.43814  -0.16
C  1.97813  -0.04439  -0.20811  -1.41
N  1.05927  0.45435  -1.07466  -0.63
S  1.53069  1.68450  -2.36798  0.72
I  2.64290  -1.99662  -0.20426  0.80
I  3.37480  1.34635  0.57567  0.73
H  -0.03896  1.17336  2.26652  0.01
H  0.87476  -0.37232  2.91503  0.02
H  0.01171  -0.41100  1.26049  -0.08
H  0.35205  -1.31004  -1.67080  0.01
H  -0.67563  -0.42797  -0.59590  0.07
H  -0.46634  0.13280  -2.21068  0.03
H  2.08278  0.80650  -3.14408  -0.17

***

# 6
C3H7IN2 | ωB97M-V/def2-TZVPD

## Properties
Kohn-Sham gap: 9.0 eV
Charge: 0
Structure (SMILES): C=C(I)N(C)N

Last column: Löwdin charge in e.
Atoms and positions in Å:
C  -0.45473  -1.82946  0.17049  -0.06
C  -0.79388  -0.50855  0.14624  -0.79
C  1.39713  0.18324  -0.11773  -0.11
N  -0.30022  1.87679  -0.03537  -0.03
N  0.07732  0.56722  0.34753  -0.33
I  -2.82985  0.02938  0.10227  0.87
H  -1.15986  -2.49995  -0.05229  -0.01
H  0.61498  -2.10704  0.20264  0.06
H  1.54906  -0.70505  0.54804  0.07
H  1.59703  -0.16679  -1.15356  0.10
H  2.09057  1.03411  0.22318  0.11
H  -1.00980  2.13978  0.64492  0.02
H  -0.77775  1.98631  -1.02637  0.11